C5H9NO in the gas phase, computed with the ωB97M-V functional and the def2-TZVPD basis.

The geometry in XYZ format:
```
16
Properties=species:S:1:pos:R:3
O 1.65 1.40 -0.10
C 2.13 0.23 -0.07
C 1.23 -0.94 0.19
N -0.17 -0.72 0.21
C -0.71 -0.11 -1.03
C -1.85 0.50 -0.20
C -0.90 0.34 1.00
H 3.22 0.00 -0.24
H 1.56 -1.31 1.13
H 1.55 -1.82 -0.43
H -0.93 -0.81 -1.87
H -0.04 0.61 -1.43
H -2.20 1.50 -0.34
H -2.75 -0.20 -0.04
H -1.41 0.03 1.97
H -0.38 1.32 1.27
```

- Relative energy (zero: lowest compared OMol25 entry of this formula, charge and spin): 67.6 kcal/mol
- Net charge: 0
- DFT total energy: -8866.2812 eV
- Orbital gap: 9.574 eV
- SMILES string: O=CCN1CCC1
- LUMO: 0.96 eV